72
Properties=species:S:1:pos:R:3 method="wB97M-V/def2-TZVPD" e_above_lowest_kcal_mol=28.9 multiplicity=1 gap_ev=7.736 fmax_ha_per_bohr=0.02452 e_tot_ev=-125053.6022 lumo_energy_ev=2.08 charge=-1
Zn -0.7324 -0.9044 1.9072
C 1.1940 0.2415 5.0371
C -0.1587 -0.3872 5.0620
N -0.9250 -0.7437 4.0496
C -2.0793 -1.3012 4.5970
C -2.0002 -1.2728 5.9442
N -0.7793 -0.6869 6.2222
H 1.1723 1.1907 4.5040
H 1.9029 -0.3995 4.5204
H 1.5424 0.4146 6.0553
H -2.8843 -1.6758 3.9817
H -2.6773 -1.6034 6.7123
H -0.3977 -0.5230 7.1345
C 3.6829 -2.5429 0.5867
N 3.5753 -1.1064 0.8666
C 4.4147 -0.2150 0.0666
C 2.4811 -0.6693 1.4707
N 1.5532 -0.2645 2.0354
H 3.3958 -2.7503 -0.4450
H 3.0291 -3.1026 1.2424
H 4.7122 -2.8555 0.7526
H 4.3060 -0.4424 -0.9917
H 5.4530 -0.3386 0.3763
H 4.1064 0.8155 0.2186
C -2.0654 2.6920 -2.0745
C -1.3023 2.6475 -0.7565
C 0.1370 3.1269 -0.9801
C -2.0032 3.5407 0.2648
N -1.3677 1.2481 -0.2998
N -0.8676 1.0291 1.0133
H -1.9489 3.6719 -2.5469
H -3.1290 2.5045 -1.9051
H -1.6917 1.9337 -2.7682
H 0.1493 4.2016 -1.1830
H 0.5890 2.6042 -1.8269
H 0.7708 2.9448 -0.1065
H -2.1547 4.5325 -0.1645
H -1.4162 3.6615 1.1799
H -2.9752 3.1191 0.5373
H -0.8599 0.6330 -0.9313
H -1.6001 1.3506 1.6483
H -0.0128 1.5473 1.2009
O -1.8362 -0.8671 -4.8589
S -1.1695 0.3580 -4.5130
O -1.8748 1.5912 -4.7448
N -0.5960 0.3051 -2.9812
C 0.7209 0.2777 -2.9340
S 1.6397 0.2031 -1.5159
C 1.3651 0.3564 -4.3026
C 2.7086 0.4031 -4.6283
C 3.0627 0.5111 -5.9686
C 2.0898 0.5691 -6.9647
C 0.7413 0.5223 -6.6381
C 0.4138 0.4154 -5.2998
H 3.4490 0.3632 -3.8405
H 4.1098 0.5531 -6.2444
H 2.3879 0.6556 -8.0029
H -0.0285 0.5670 -7.3992
B 0.9088 -5.3357 1.9152
C 0.3486 -3.8542 1.8872
N -0.0082 -2.7594 1.8489
H -0.0201 -6.0915 1.7073
H 1.3996 -5.5157 3.0178
H 1.7523 -5.4110 1.0366
C -4.5713 -0.3280 0.0765
S -3.9106 -0.5627 1.6882
O -4.8741 -1.3243 2.4491
O -3.5962 0.7556 2.2289
O -2.6582 -1.3601 1.4455
H -5.4357 0.3281 0.1690
H -4.8666 -1.3073 -0.3007
H -3.7909 0.1156 -0.5409

---

84
Properties=species:S:1:pos:R:3 method="wB97M-V/def2-TZVPD" e_above_lowest_kcal_mol=15.4 multiplicity=1 gap_ev=5.046 fmax_ha_per_bohr=0.01311 e_tot_ev=-77989.6103 lumo_energy_ev=3.83 charge=-2
Na -0.1634 -0.4582 -0.6917
C 4.2575 -0.2220 1.0221
C 3.1662 -0.1672 -0.0086
N 1.9732 0.2544 0.2101
N 1.6669 0.6939 1.4593
C 0.3921 1.1133 1.5259
O -0.4527 1.1815 0.6204
C -0.0055 1.5811 2.9005
C 0.7575 1.3100 4.0313
C 0.3460 1.7591 5.2762
C -0.8306 2.4864 5.4037
C -1.5986 2.7520 4.2788
C -1.1884 2.2959 3.0355
C 3.4057 -0.7036 -1.3645
C 4.5316 -1.4817 -1.6497
C 4.6713 -2.0221 -2.9153
C 3.6916 -1.7782 -3.8630
C 2.6138 -0.9828 -3.4898
N 2.4775 -0.4488 -2.2903
H 3.9506 0.3596 1.8867
H 5.1987 0.1683 0.6270
H 4.4352 -1.2502 1.3496
H 1.6635 0.7355 3.9134
H 0.9388 1.5307 6.1543
H -1.1560 2.8292 6.3797
H -2.5280 3.3006 4.3730
H -1.7794 2.4666 2.1463
H 5.2674 -1.6793 -0.8828
H 5.5286 -2.6416 -3.1524
H 3.7460 -2.1963 -4.8576
H 1.8152 -0.7751 -4.1917
O -2.0819 0.3091 -6.4099
C -2.1714 1.5093 -5.8812
O -2.7132 2.4330 -6.4520
C -1.4972 1.7040 -4.5680
C -1.2306 2.9180 -3.9715
Cl -1.4981 4.4996 -4.5608
N -0.5722 2.6885 -2.8151
N -0.3967 1.3697 -2.6278
C -0.9605 0.7638 -3.6487
C -0.9269 -0.7517 -3.6624
O -1.2358 -1.2960 -4.7548
O -0.5756 -1.3089 -2.6193
C -0.0266 3.5635 -1.8353
C -0.6119 4.7834 -1.5423
C -0.0716 5.5644 -0.5306
C 1.0263 5.1235 0.1928
C 1.5908 3.8899 -0.1043
C 1.0746 3.1093 -1.1223
H -1.5672 -0.3586 -5.8007
H -1.4984 5.1138 -2.0656
H -0.5373 6.5127 -0.2934
H 1.4229 5.7244 1.0004
H 2.4164 3.5033 0.4786
H 1.4840 2.1318 -1.3329
C -3.3072 -0.9143 4.3826
C -2.3831 -1.9486 4.4889
C -1.6261 -2.3528 3.4062
C -1.7578 -1.7450 2.1326
C -2.6804 -0.6779 2.0616
C -3.4288 -0.2799 3.1506
N -0.9713 -2.0157 1.0531
C -0.3773 -3.2367 0.9097
C 0.8492 -3.3256 0.2157
C 1.4617 -4.5351 -0.0450
C 0.8966 -5.7344 0.3760
C -0.3149 -5.6763 1.0569
C -0.9374 -4.4709 1.3189
H -3.8884 -0.5934 5.2376
H -2.2336 -2.4390 5.4466
H -0.8897 -3.1350 3.5340
H -2.7537 -0.1360 1.1285
H -4.1173 0.5526 3.0391
H 1.3248 -2.4109 -0.1145
H 2.4009 -4.5397 -0.5895
H 1.3771 -6.6825 0.1682
H -0.7943 -6.5958 1.3800
H -1.8922 -4.4627 1.8273
N -3.3648 -1.7863 -1.3824
N -3.5897 -0.3745 -1.5425
H -2.7440 -1.9592 -0.5851
H -2.8353 -2.0742 -2.2025
H -2.7492 0.1489 -1.2920
H -4.3077 -0.1097 -0.8698

---

97
Properties=species:S:1:pos:R:3 method="wB97M-V/def2-TZVPD" e_above_lowest_kcal_mol=51.2 multiplicity=1 gap_ev=5.567 fmax_ha_per_bohr=0.04688 e_tot_ev=-88267.6356 lumo_energy_ev=-7.71 charge=+2
Ta 0.1747 0.1283 0.1439
N 4.5204 -2.3223 -9.1327
C 4.0231 -2.0603 -8.1362
C 3.4176 -1.7377 -6.8943
C 3.2615 -0.4027 -6.5190
C 2.7093 -0.0963 -5.2910
C 2.2764 -1.1111 -4.4369
C 2.4121 -2.4416 -4.8301
C 2.9863 -2.7571 -6.0443
C 1.7188 -0.7909 -3.1068
C 0.3858 -1.1694 -2.8701
C -0.4423 -1.8179 -3.8147
C -1.6664 -2.0307 -3.2086
C -1.5668 -1.4937 -1.9318
N -0.3438 -0.9807 -1.7016
C 2.6017 -0.1860 -2.2136
C 3.9780 0.0820 -2.4686
C 4.4996 0.6376 -1.3250
C 3.4444 0.6891 -0.4055
N 2.3168 0.1958 -0.9157
H 3.5830 0.3822 -7.1874
H 2.5932 0.9353 -4.9966
H 2.0909 -3.2288 -4.1650
H 3.1096 -3.7876 -6.3397
H -0.1676 -2.0829 -4.8154
H -2.5255 -2.5083 -3.6312
H -2.3378 -1.4565 -1.1813
H 4.5024 -0.1364 -3.3766
H 5.5059 0.9653 -1.1535
H 3.4783 1.0674 0.6036
C -0.5637 1.7476 5.1242
Si 0.2568 0.8854 3.6380
C 1.7138 2.0130 3.0945
C 1.0041 -0.7188 4.3740
C -0.9468 0.5862 2.1373
Si -2.2514 -0.7888 2.4630
C -2.7737 -1.0944 4.2653
C -1.4626 -2.4805 1.9019
C -3.7987 -0.7386 1.3315
Si -1.9607 2.2134 1.8998
C -3.4713 2.3441 3.0444
C -1.0897 3.9113 1.9881
C -2.6125 2.1076 0.1012
C -3.7236 2.8429 -0.2956
C -4.0822 2.9026 -1.6304
C -3.2954 2.2265 -2.5525
C -2.2207 1.4913 -2.0864
N -1.9070 1.4144 -0.7942
H 0.1598 1.8184 5.9312
H -1.4152 1.2022 5.5143
H -0.8931 2.7558 4.9059
H 2.5559 1.9024 3.7724
H 1.4144 3.0525 3.1563
H 2.0595 1.8458 2.0765
H 1.9692 -0.5179 4.8289
H 1.1199 -1.5312 3.6674
H 0.3682 -1.0770 5.1761
H -1.9320 -1.2640 4.9284
H -3.4196 -1.9660 4.3289
H -3.3397 -0.2599 4.6603
H -0.7249 -3.0932 3.5951
H -0.4758 -3.0596 0.3253
H -2.2085 -3.2892 1.8143
H -4.6415 -0.2727 1.8300
H -4.1190 -1.7420 1.0621
H -3.6341 -0.1938 0.4072
H -3.1901 2.1422 4.0695
H -4.2738 1.6659 2.7851
H -3.8762 3.3502 3.0258
H -1.0009 4.2353 3.0200
H -1.6897 4.6563 1.4703
H -0.1037 3.9311 1.5400
H -4.2900 3.3703 0.4525
H -4.9379 3.4753 -1.9520
H -3.5051 2.2671 -3.6093
H -1.5841 0.9605 -2.7810
O -0.9174 -2.2418 0.6128
O -0.3936 -2.9295 2.7073
C 3.5294 -4.4552 1.8961
N 3.8948 -3.1674 2.4154
C 4.9122 -2.8958 3.2896
C 4.9108 -1.5649 3.5297
N 3.8859 -1.0276 2.7895
C 3.2673 -2.0149 2.1097
S 1.9419 -1.9545 1.0602
H 4.0765 -5.2317 2.4227
H 3.7541 -4.5157 0.8303
H 2.4597 -4.6171 2.0294
H 5.5538 -3.6655 3.6609
H 5.5509 -0.9692 4.1449
H 3.6020 -0.0619 2.7887
B 0.9911 4.3579 -1.3194
C 0.8401 3.0784 -0.5912
N 0.6625 2.0346 -0.0625
H 1.0889 5.2487 -0.5486
H -0.0202 4.4452 -1.9455
H 1.9513 4.2629 -2.0086

---

22
Properties=species:S:1:pos:R:3 method="wB97M-V/def2-TZVPD" e_above_lowest_kcal_mol=148.4 multiplicity=1 smiles="Cc1ncc([N+](=O)[O-])n1[C@@]1(C)CO1" gap_ev=9.029 fmax_ha_per_bohr=0.07362 e_tot_ev=-18012.4044 lumo_energy_ev=-0.48 charge=0
C -1.7419 1.9578 -0.0341
C -1.6706 0.5539 0.0421
C 0.3205 1.4223 -0.0531
C 1.1975 -1.3604 1.2564
C 0.3082 -1.0187 0.1283
C 1.7844 1.6271 0.2033
C 0.5993 -1.6559 -1.2783
N -0.5148 2.4638 0.0463
N -0.3280 0.2257 -0.0205
N -2.6898 -0.3566 -0.1544
O -3.8542 -0.0435 0.0867
O -2.3384 -1.4331 -0.6381
O -0.1381 -1.8550 1.1572
H -2.5988 2.5050 -0.1031
H 2.0057 -2.2240 1.2750
H 1.5097 -0.6303 2.1226
H 2.0956 1.3944 1.1721
H 2.2981 1.0037 -0.5665
H 2.0897 2.7666 0.0892
H -0.2922 -1.5751 -1.7915
H 0.5878 -2.7132 -1.1082
H 1.3702 -1.0545 -1.8314

---

35
Properties=species:S:1:pos:R:3 method="wB97M-V/def2-TZVPD" multiplicity=1 gap_ev=1.663 fmax_ha_per_bohr=0.23420 e_tot_ev=-37206.9757 lumo_energy_ev=6.48 charge=-3
C -2.1968 2.4807 3.1198
C -2.0602 2.6732 1.7116
C -2.1016 2.2900 0.0838
C -1.1328 0.9605 -0.2194
C 0.1376 1.1044 0.8239
N 0.9584 1.0481 1.8391
C -1.9420 -0.4608 -0.1181
C -3.2449 -0.4138 0.9257
N -3.9612 -0.0722 1.9772
C -1.0380 -1.7492 0.3382
C -0.0669 -2.3594 -0.8503
C 0.9988 -3.4114 -0.1182
C 2.2577 -2.6401 0.6245
O 3.2610 -2.1001 -0.3331
C 2.9780 -0.6275 -0.3208
O 3.7850 0.2090 0.3882
H -2.2983 2.2145 4.2792
H -1.6810 3.2422 -0.4905
H -3.2176 2.1222 -0.2469
H -0.6815 1.1188 -1.3123
H -2.4081 -0.6617 -1.1986
H -1.8023 -2.6267 0.6041
H -0.4112 -1.5827 1.3294
H -0.7381 -3.0123 -1.5876
H 0.4621 -1.5471 -1.5070
H 1.3920 -4.2471 -0.8719
H 0.3687 -3.9287 0.7524
H 2.8556 -3.4087 1.3040
H 1.9340 -1.7521 1.3156
H 2.0442 -0.1849 -0.8722
O 1.3127 4.4896 -3.4030
P 1.5097 3.4647 -2.2740
O 0.7650 3.9391 -1.0154
O 3.0092 3.3284 -1.9620
O 0.9526 2.1014 -2.7157

---

21
Properties=species:S:1:pos:R:3 method="wB97M-V/def2-TZVPD" e_above_lowest_kcal_mol=108.2 multiplicity=1 gap_ev=10.004 fmax_ha_per_bohr=0.08861 e_tot_ev=-10876.6272 lumo_energy_ev=-3.77 charge=+1
C -0.1021 0.4465 -0.1130
C 1.3485 0.4664 0.0134
C -1.0965 1.2964 -0.2067
C 1.0628 -1.6457 -0.6335
C 2.0540 1.7180 0.4484
C -2.4091 0.9947 -0.7432
N 1.9463 -0.6197 -0.2461
N -0.3545 -1.3350 -0.5114
N -0.6019 -1.7173 0.8896
H -0.7750 2.2793 0.1868
H 1.2653 -1.9657 -1.7042
H 1.1356 -2.5454 -0.0005
H 3.0013 1.6871 -0.1104
H 2.3748 1.5959 1.4848
H 1.4127 2.5141 0.2192
H -2.6707 1.6517 -1.5694
H -3.2589 0.9828 0.0283
H -2.3278 -0.0636 -1.0884
H -0.3953 -2.7954 1.0404
H -1.5791 -1.6900 0.9941
H -0.0303 -1.2552 1.6218

---

51
Properties=species:S:1:pos:R:3 method="wB97M-V/def2-TZVPD" e_above_lowest_kcal_mol=16.1 multiplicity=1 smiles="Cc1ccc(C(=O)NNC(=O)C2CCN(S(=O)(=O)c3ccc(Cl)cc3)CC2)cc1" gap_ev=8.973 fmax_ha_per_bohr=0.01905 e_tot_ev=-57115.2856 lumo_energy_ev=0.40 charge=0
C -4.8851 -4.7050 -0.8227
C -4.2634 -3.4123 -0.3909
C -4.8305 -2.6624 0.6336
C -4.2729 -1.4593 1.0174
C -3.1422 -0.9682 0.3709
C -2.5569 -1.7214 -0.6430
C -3.1168 -2.9304 -1.0125
H -2.6546 -3.5131 -1.7967
H -1.6455 -1.3872 -1.1170
C -2.5725 0.3230 0.8225
O -2.6294 0.7377 1.9675
N -2.0421 1.0892 -0.1686
N -1.2789 2.1842 0.2299
C -0.5536 2.8567 -0.6825
O -0.7197 2.6902 -1.8763
C 0.4528 3.8810 -0.1507
C 0.9121 3.6691 1.2928
C 1.7802 2.3927 1.3804
N 1.7575 1.6589 0.1421
S 1.1191 0.1444 0.0603
O 0.4611 -0.0499 -1.1993
O 0.3789 -0.0911 1.2637
C 2.5993 -0.8632 0.0801
C 3.2433 -1.1487 -1.1089
C 4.4323 -1.8567 -1.0906
C 4.9581 -2.2648 0.1282
C 4.3083 -1.9824 1.3227
C 3.1206 -1.2728 1.2925
H 2.5797 -1.0446 2.1969
H 4.7291 -2.3154 2.2582
Cl 6.4411 -3.1411 0.1586
H 4.9486 -2.0926 -2.0077
H 2.7979 -0.8264 -2.0364
C 2.1986 2.3432 -1.0486
C 1.6848 3.7937 -1.0614
H 2.4521 4.4780 -0.6974
H 1.4160 4.0740 -2.0782
H 3.2954 2.3173 -1.1154
H 1.7786 1.7894 -1.8886
H 2.8192 2.6516 1.6200
H 1.4063 1.7132 2.1455
H 0.0641 3.6189 1.9749
H 1.5094 4.5337 1.5895
H -0.0086 4.8690 -0.2493
H -1.1295 2.1704 1.2335
H -1.7699 0.7265 -1.0762
H -4.7043 -0.8787 1.8187
H -5.7145 -3.0295 1.1353
H -4.1456 -5.3619 -1.2742
H -5.6626 -4.5121 -1.5629
H -5.3455 -5.2149 0.0206

---

45
Properties=species:S:1:pos:R:3 method="wB97M-V/def2-TZVPD" multiplicity=1 smiles="CCc1c(C(=O)NC(=O)F)c(O)c2nsnc2c1B(C)O.C[C@@H]1COC(=O)O1" gap_ev=6.685 fmax_ha_per_bohr=0.19078 e_tot_ev=-48850.1190 lumo_energy_ev=-1.95 charge=0
C 2.8750 -0.3212 4.3579
C 2.8536 0.7753 3.0946
C 2.2095 0.1536 1.7217
C 3.1076 -0.1690 0.3537
C 4.7433 0.1684 0.2626
O 5.4806 -0.1406 1.3310
N 5.2124 0.8397 -1.0059
C 6.5127 0.2802 -1.5338
O 6.9351 0.7601 -2.7364
F 7.3479 -0.7729 -0.9136
C 2.4249 -0.8040 -1.0131
O 3.1723 -1.0932 -2.2593
C 0.8004 -1.1408 -1.0224
N 0.0178 -1.7355 -2.1719
S -1.6059 -1.8257 -1.4843
N -1.5427 -1.1565 0.1602
C -0.0765 -0.8097 0.3238
C 0.5734 -0.1693 1.6982
B -0.4526 0.1431 2.9597
C -1.1575 -1.0649 3.8801
O -0.8676 1.5365 3.3520
H 2.5317 -1.3819 3.9955
H 2.0334 0.0606 5.1090
H 3.8995 -0.3213 4.9356
H 2.1703 1.6959 3.4169
H 3.9431 1.1942 2.9855
H 5.2014 1.8813 -0.9533
H 3.8714 -1.8112 -2.1050
H -0.7443 -1.0738 4.9938
H -1.0022 -2.1043 3.3654
H -2.3207 -0.8558 3.9436
H -0.4223 1.6681 4.2538
C -6.0664 1.9243 -3.8718
C -5.4165 0.8901 -2.9759
C -4.0573 0.4578 -3.4372
O -3.9491 -0.8428 -2.8878
C -5.2264 -1.3200 -2.7741
O -5.5114 -2.4758 -2.5114
O -6.1415 -0.3291 -2.9993
H -7.1110 2.0796 -3.5805
H -5.5389 2.8812 -3.8158
H -6.0798 1.5929 -4.9164
H -5.3968 1.2491 -1.9398
H -3.2615 1.1061 -3.0587
H -3.9681 0.3812 -4.5269

---

72
Properties=species:S:1:pos:R:3 method="wB97M-V/def2-TZVPD" multiplicity=1 gap_ev=6.160 fmax_ha_per_bohr=0.07940 e_tot_ev=-135809.0944 lumo_energy_ev=-4.62 charge=+1
C -2.8927 -5.8659 -5.0360
C -3.3106 -4.3502 -5.0489
C -4.5798 -4.0421 -5.7281
C -4.9921 -2.6392 -5.7404
C -4.1713 -1.5917 -5.1218
C -2.9028 -1.8874 -4.4404
C -2.4920 -3.2969 -4.4152
C -1.1905 -3.8160 -3.6906
N -0.7285 -2.8282 -2.6597
N -1.2310 -3.0523 -1.4748
C -0.8497 -2.2307 -0.4790
C -1.4745 -2.5036 0.9347
C -2.5739 -1.3679 1.1274
O -2.6808 -0.8054 2.1903
C 0.1117 -1.1349 -0.7555
C 0.5775 -0.2197 0.4297
C 1.9414 -0.6925 1.0771
C 1.8228 -1.9904 1.9626
Br 3.4061 -0.9480 -0.2172
C 0.6322 -0.8880 -2.1009
C 0.1237 -1.8664 -3.1247
P 0.7101 -1.6422 -4.8895
P 2.7123 -0.6991 -4.8543
O 2.6240 0.7428 -5.1828
O 3.4857 -0.8931 -3.3877
O 3.7170 -1.4300 -5.9822
H -3.3513 -6.4449 -4.1955
H -1.7714 -5.9681 -4.9730
H -3.1967 -6.3626 -5.9965
H -5.2048 -4.8524 -6.1806
H -5.9709 -2.4007 -6.2269
H -4.5806 -0.5597 -5.1636
H -2.2820 -1.0874 -3.9618
H -0.3757 -4.1185 -4.3902
H -1.5088 -4.7598 -3.1645
H -0.7431 -2.3741 1.7635
H -2.0395 -3.4721 0.9626
H -3.3108 -1.0739 0.3250
H 0.7211 0.8176 0.0310
H -0.2092 -0.2100 1.2248
H 2.2680 0.1288 1.7699
H 2.8344 -2.3175 2.3150
H 1.1055 -1.8092 2.8161
H 1.4175 -2.8516 1.3538
H 1.3323 -0.0651 -2.3710
H 0.9714 -2.9429 -5.4495
H 3.1173 -1.6441 -2.8821
H 3.6020 -2.3933 -5.8243
F 3.2308 2.0333 1.3999
C 2.7157 3.2198 1.7920
C 3.4379 4.3770 1.5708
C 2.9052 5.5965 1.9696
C 1.6628 5.6413 2.5934
C 0.9493 4.4696 2.8143
C 1.4764 3.2505 2.4060
H 4.4072 4.3210 1.0909
H 3.4584 6.5112 1.7947
H 1.2504 6.5933 2.9077
H -0.0084 4.5039 3.2983
H 0.9306 2.3268 2.5624
F -0.5544 5.2162 4.9301
C -0.0704 4.9354 6.1579
C -0.8297 4.1743 7.0272
C -0.3286 3.8814 8.2890
C 0.9197 4.3618 8.6685
C 1.6699 5.1297 7.7859
C 1.1749 5.4144 6.5199
H -1.8035 3.8160 6.7162
H -0.9109 3.2798 8.9763
H 1.3078 4.1362 9.6549
H 2.6406 5.5070 8.0839
H 1.7489 6.0039 5.8155